One molecule with the formula C13H14N4O, computed with wB97M-V/def2-TZVPD.

For the energy above the lowest of the compared OMol25 structures with the same formula, charge and spin, the calculation gives 0.143 eV. The net charge is 0. The calculation puts the HOMO energy at -0.2855 Eh. The calculation puts the energy at -21716.7428 eV. The structure (SMILES) is OCCCNc1ncnc2c1[nH]c1ccccc12.

CARTESIAN COORDINATES (ANGSTROEM)
O: 1.631 0.302 -1.713
C: 2.391 1.430 -1.366
C: 3.366 1.201 -0.206
C: 2.681 0.809 1.115
N: 2.326 -0.585 1.207
C: 1.226 -1.192 0.657
N: 1.428 -2.458 0.288
C: 0.414 -3.170 -0.183
N: -0.825 -2.778 -0.363
C: -1.059 -1.514 -0.004
C: -0.065 -0.661 0.535
N: -0.638 0.555 0.819
C: -1.962 0.519 0.470
C: -2.929 1.510 0.571
C: -4.206 1.205 0.144
C: -4.522 -0.054 -0.370
C: -3.568 -1.043 -0.472
C: -2.274 -0.758 -0.049
H: 2.219 -0.421 -1.960
H: 1.659 2.196 -1.095
H: 2.958 1.794 -2.237
H: 4.080 0.420 -0.480
H: 3.922 2.127 -0.052
H: 1.793 1.423 1.258
H: 3.370 1.016 1.941
H: 3.120 -1.213 1.170
H: 0.648 -4.191 -0.458
H: -0.180 1.355 1.218
H: -2.689 2.486 0.968
H: -4.978 1.957 0.208
H: -5.534 -0.248 -0.692
H: -3.801 -2.019 -0.867

Here is what Mulliken gives for the atomic charges, in e: -0.453 -0.654 -0.533 -0.493 -0.161 -0.290 -0.691 -0.334 -0.731 1.342 0.508 0.017 -0.080 -0.684 -0.472 -0.626 -0.490 0.143 0.318 0.311 0.346 0.297 0.411 0.062 0.360 0.313 0.455 0.141 0.401 0.385 0.381 0.499



C6H7NO3S as an isolated structure, computed with wB97M-V/def2-TZVPD.

For the energy above the lowest of the compared OMol25 structures with the same formula, charge and spin, the calculation gives 1.163 eV. The net charge is 0. The calculation puts the HOMO energy at -0.3684 Eh. The calculation puts the energy at -24800.7479 eV.

CARTESIAN COORDINATES (ANGSTROEM)
C: 0.011 -1.247 0.315
C: -0.904 1.625 -0.044
C: 1.245 -1.212 -0.556
C: 0.255 -0.158 1.364
C: 1.151 0.287 -0.953
C: 0.475 1.017 0.349
N: -1.850 0.750 -0.427
O: -1.001 -1.870 0.065
O: -1.036 2.835 -0.005
O: -3.739 -0.882 -0.832
S: -2.716 -0.360 0.057
H: 2.108 -1.398 0.238
H: 1.274 -1.952 -1.312
H: -0.552 0.108 2.052
H: 1.182 -0.352 1.891
H: 2.227 0.531 -0.944
H: 0.564 0.568 -1.833
H: 1.306 1.710 0.577

Here is what Mulliken gives for the atomic charges, in e: 0.748 0.217 -0.613 -1.016 -0.717 0.320 -0.234 -0.637 -0.575 -0.465 0.542 0.251 0.426 0.350 0.313 0.313 0.341 0.437



A 2-piece molecular cluster, CH8NP2 overall, computed with wB97M-V/def2-TZVPD.

For the energy above the lowest of the compared OMol25 structures with the same formula, charge and spin, the calculation gives 3.124 eV. The net charge is +1. The calculation puts the HOMO energy at -0.5082 Eh. The calculation puts the energy at -21222.4296 eV.

CARTESIAN COORDINATES (ANGSTROEM)
C: 0.027 0.093 -0.152
N: -0.060 1.643 0.250
P: 1.597 -0.747 -0.069
P: -1.515 -0.709 -0.001
H: -0.163 0.319 -1.985
H: -1.100 1.800 -0.089
H: 0.642 2.094 -0.385
H: -0.039 1.957 1.213
H: 1.002 -2.025 -0.003
H: 1.840 -0.685 1.253
H: -1.921 -0.589 1.270
H: -2.263 0.409 -0.412

Here is what Mulliken gives for the atomic charges, in e: -0.300 -0.365 -0.036 -0.030 0.285 0.418 0.398 0.335 0.103 0.091 0.088 0.013



C21H26N8O4Re as an isolated structure, computed with wB97M-V/def2-TZVPD.

For the energy above the lowest of the compared OMol25 structures with the same formula, charge and spin, the calculation gives 0.000 eV. The net charge is +2. The calculation puts the HOMO energy (alpha / beta) at -0.5151 / -0.5147 Eh. The calculation puts the energy at -44429.4144 eV. As for the expectation value of S²: 0.76. As for the multiplicity: 2.

CARTESIAN COORDINATES (ANGSTROEM)
Re: -0.491 0.444 -0.670
C: -0.024 3.871 2.224
C: -0.518 2.801 1.314
N: 0.239 2.022 0.620
N: 1.603 2.237 0.688
C: 2.197 1.309 0.016
O: 1.470 0.358 -0.556
C: 3.649 1.257 -0.144
C: 4.232 0.202 -0.845
C: 5.606 0.156 -1.003
C: 6.398 1.159 -0.458
C: 5.819 2.211 0.241
C: 4.446 2.268 0.396
C: -1.925 2.461 1.195
C: -2.930 3.115 1.884
C: -4.237 2.676 1.744
C: -4.483 1.581 0.935
C: -3.432 0.977 0.268
N: -2.168 1.415 0.375
H: 1.025 4.072 2.043
H: -0.140 3.538 3.259
H: -0.600 4.788 2.103
H: 3.606 -0.586 -1.241
H: 6.065 -0.660 -1.545
H: 7.473 1.117 -0.573
H: 6.442 2.986 0.664
H: 3.983 3.088 0.926
H: -2.689 3.949 2.527
H: -5.043 3.179 2.262
H: -5.484 1.192 0.806
H: -3.599 0.135 -0.382
N: -0.457 1.998 -2.260
N: -1.101 1.394 -3.350
C: -2.001 0.363 -3.076
O: -2.661 -0.150 -3.919
O: -2.036 0.036 -1.762
H: -0.960 2.827 -1.942
H: 0.472 2.299 -2.542
H: -1.220 1.908 -4.210
C: 1.906 -0.355 -3.552
C: 1.043 -1.369 -2.869
N: 1.201 -2.627 -3.250
O: 0.181 -1.134 -1.988
H: 2.928 -0.720 -3.645
H: 1.919 0.574 -3.002
H: 1.512 -0.181 -4.555
H: 1.827 -2.876 -3.998
H: 0.603 -3.344 -2.868
C: -0.514 -0.417 2.837
C: -1.131 -1.314 1.823
N: -1.125 -1.161 0.502
C: -1.824 -2.236 -0.045
C: -2.259 -3.021 0.962
N: -1.814 -2.426 2.125
H: 0.196 0.250 2.357
H: 0.016 -0.994 3.594
H: -1.278 0.177 3.343
H: -1.957 -2.345 -1.105
H: -2.826 -3.935 0.962
H: -1.959 -2.782 3.056

Here is what Mulliken gives for the atomic charges, in e: 1.381 -1.732 1.287 1.097 -1.518 0.349 -0.563 0.410 -0.197 -0.924 -0.421 -0.739 -0.456 0.777 -1.085 -0.569 -1.042 -0.098 0.135 0.371 0.358 0.432 0.566 0.433 0.416 0.429 0.479 0.490 0.475 0.475 0.680 -0.530 -0.260 0.337 -0.560 -0.432 0.388 0.367 0.258 -1.278 0.811 -0.346 -0.473 0.494 0.119 0.370 0.227 0.248 -1.170 0.667 0.445 -0.812 -0.610 -0.023 0.115 0.512 0.290 0.517 0.420 0.210